Record 1
Below is a single C7H12 molecule at a distorted geometry, with properties calculated with ωB97M-V/def2-TZVPD.

Computed properties:
- net charge = 0
- structure (SMILES) = C=C(C)/C(C)=C/C
- largest force on an atom (Eh/bohr) = 0.110
- orbital gap (eV) = 9.84
- ΔE to the lowest compared entry with this formula, charge and spin (kcal/mol) = 63.6

Atoms and positions in Å:
1 C 1.30248 1.38073 1.21727
2 C 0.97840 0.67308 0.14539
3 C 1.83137 0.95935 -1.10490
4 C -0.16825 -0.22099 0.06906
5 C 0.29970 -1.66803 -0.19219
6 C -1.39068 0.27638 0.11327
7 C -2.53147 -0.53304 0.34208
8 H 0.85538 1.17052 2.14500
9 H 2.10074 2.15062 1.11495
10 H 1.04409 0.76081 -1.88849
11 H 2.06742 1.99834 -1.42636
12 H 2.67733 0.25082 -1.22214
13 H -0.02834 -2.44835 0.40822
14 H -0.42905 -2.03792 -1.16715
15 H 1.34327 -1.71950 -0.17419
16 H -1.55358 1.36806 0.16414
17 H -3.28970 -0.73302 -0.51476
18 H -2.06598 -1.49147 0.73342
19 H -3.04314 -0.13638 1.23738

These are the Mulliken partial charges, in e, on atoms 1 to 8: number 1, C, carries -0.982; number 2, C, carries 0.156; number 3, C, carries -1.145; number 4, C, carries 0.375; number 5, C, carries -1.486; number 6, C, carries 0.141; number 7, C, carries -1.040; number 8, H, carries 0.346



Record 2
Below is 29 unconnected molecules or ions with the total composition C13H76BN3O33PS at a distorted geometry, with properties calculated with ωB97M-V/def2-TZVPD.

Computed properties:
- net charge = +1
- largest force on an atom (Eh/bohr) = 0.123
- orbital gap (eV) = 7.25

Atoms and positions in Å:
1 C 3.93432 2.37388 -0.72783
2 C 2.67622 1.63054 0.03170
3 N 2.72673 1.55386 1.42958
4 C 1.40022 1.05616 -0.81702
5 C 1.31301 -0.56483 -0.96943
6 N 1.78118 -1.62311 -0.23409
7 O 2.48901 -1.45913 0.89644
8 B 3.50583 -2.50874 1.08967
9 O 4.86994 -2.53107 0.51008
10 O 3.08903 -3.68167 1.93472
11 C 1.32028 -2.94594 -0.88432
12 C 2.22871 -3.53470 -2.12831
13 C -0.23444 -2.66496 -1.43407
14 C -1.24199 -1.91232 -0.33096
15 C -2.42042 -0.90604 -0.94896
16 C -3.47975 -0.04892 -0.01026
17 C -3.35925 -0.20911 1.61710
18 C -2.21974 -1.23248 2.21782
19 C -1.13668 -2.09327 1.29539
20 P -1.18332 -4.07928 -2.28801
21 N -0.99300 -4.17169 -3.89408
22 O -2.91647 -3.91080 -1.99945
23 O -0.66851 -5.57755 -1.48369
24 S 0.28588 -1.14691 -2.47304
25 H 4.01287 3.46240 -0.24359
26 H 4.95335 1.80356 -0.66193
27 H 3.58113 2.57242 -1.84810
28 H 1.84797 1.04960 1.75566
29 H 1.35660 1.59387 -1.88204
30 H 0.41713 1.40978 -0.25180
31 H 5.01778 -3.48858 0.19051
32 H 3.46455 -3.58325 2.85922
33 H 1.13716 -3.86730 -0.18333
34 H 2.85832 -2.72836 -2.69629
35 H 1.63271 -4.15524 -2.91981
36 H 2.99968 -4.29849 -1.63015
37 H -2.55711 -0.76140 -2.12615
38 H -4.27486 0.65404 -0.55544
39 H -4.10665 0.42733 2.28010
40 H -2.18067 -1.35128 3.39254
41 H -0.32326 -2.82515 1.74450
42 H -0.35972 -3.39090 -4.17351
43 H -3.07792 -4.08223 -1.00483
44 H -1.04048 -5.44938 -0.54046
45 O -4.21377 -3.94082 2.96739
46 H -3.94830 -3.04731 2.70265
47 H -4.36251 -3.86750 3.92211
48 O -2.07503 -4.40270 4.74829
49 H -2.28202 -4.48876 3.80561
50 H -2.13047 -5.31008 5.08382
51 O -1.96601 -8.09899 -1.81568
52 H -1.67042 -7.17882 -1.74618
53 H -2.85108 -8.03172 -2.20441
54 O 3.19069 4.66228 -2.81129
55 H 2.66385 5.45562 -2.99008
56 H 3.85795 4.66124 -3.51396
57 O -4.66601 -6.89384 2.06380
58 H -4.37042 -5.97367 2.13330
59 H -5.55108 -6.82657 1.67507
60 O 5.45891 5.15685 0.06444
61 H 6.41322 5.32123 0.09914
62 H 5.07463 5.90788 0.54117
63 O -2.94109 2.54395 2.50315
64 H -1.98678 2.70832 2.53785
65 H -3.32537 3.29498 2.97988
66 O 1.34372 6.92310 -3.06445
67 H 1.71013 7.26859 -2.23662
68 H 0.39290 7.09402 -2.98883
69 O -3.02567 2.85262 -2.00256
70 H -3.22587 2.02516 -1.53981
71 H -3.80170 3.00057 -2.56370
72 O -4.05327 -0.65685 -4.14841
73 H -3.83565 -1.55435 -3.85506
74 H -3.96432 -0.69776 -5.11246
75 O -5.21850 4.64418 -0.61927
76 H -5.85541 3.93305 -0.78524
77 H -4.37933 4.28812 -0.94790
78 O -7.66061 2.70939 -0.31430
79 H -7.29421 3.05487 0.51353
80 H -8.61143 2.88031 -0.23868
81 O 6.47867 2.19580 -2.84662
82 H 7.15482 2.05416 -2.16716
83 H 5.83222 2.77532 -2.41621
84 O -4.45897 3.03160 4.70771
85 H -4.74028 2.13055 4.92657
86 H -3.73503 3.20770 5.32730
87 O 7.19857 7.23598 0.64113
88 H 8.15287 7.40035 0.67584
89 H 6.81428 7.98701 1.11786
90 O -9.81662 2.86898 1.47788
91 H -9.45022 3.21447 2.30571
92 H -10.76744 3.03990 1.55350
93 O 5.72736 0.83362 1.50339
94 H 6.09377 1.17910 2.33121
95 H 4.77654 1.00453 1.57901
96 O 9.93036 5.95750 0.39547
97 H 10.14799 5.06000 0.68882
98 H 10.01931 5.91659 -0.56858
99 O 4.26514 3.45349 -5.37548
100 H 3.62822 2.74236 -5.54145
101 H 5.10431 3.09743 -5.70410
102 O 12.92736 6.18107 0.16445
103 H 13.29377 6.52656 0.99228
104 H 11.97654 6.35199 0.24007
105 O 5.81751 10.11374 0.42929
106 H 6.33792 10.02468 -0.38322
107 H 5.34224 10.95004 0.31227
108 O 8.15367 -0.17324 -0.92288
109 H 7.28547 -0.60116 -0.87788
110 H 8.35854 -0.15864 -1.86988
111 O -4.67735 1.71394 7.17741
112 H -4.00119 1.57230 7.85687
113 H -5.32379 2.29346 7.60782
114 O -3.35494 -8.39225 4.37242
115 H -3.15009 -9.16676 3.82736
116 H -3.89730 -7.83563 3.79363
117 O -6.14203 -3.57027 5.14008
118 H -6.34223 -4.39774 5.60284
119 H -6.91807 -3.42232 4.57895
120 O -6.96907 -7.76239 3.90974
121 H -6.29722 -7.35398 3.34340
122 H -7.03604 -8.66976 3.57630
123 O -2.07264 -6.33035 -5.73314
124 H -1.70623 -5.98486 -4.90531
125 H -3.02346 -6.15943 -5.65752
126 O -4.74633 -1.31404 -7.01053
127 H -5.61453 -1.74196 -6.96553
128 H -4.54146 -1.29944 -7.95752

These are the Mulliken partial charges, in e, on atoms 1 to 8: number 1, C, carries -0.517; number 2, C, carries 0.406; number 3, N, carries -0.765; number 4, C, carries -0.906; number 5, C, carries 0.421; number 6, N, carries 0.997; number 7, O, carries -0.156; number 8, B, carries 0.462



Record 3
Below is 3 unconnected molecules or ions with the total composition C3H9NO6S at a distorted geometry, with properties calculated with ωB97M-V/def2-TZVPD.

Computed properties:
- net charge = 0
- largest force on an atom (Eh/bohr) = 0.091
- orbital gap (eV) = 9.55
- ΔE to the lowest compared entry with this formula, charge and spin (kcal/mol) = 51.9

Atoms and positions in Å:
1 C -1.39110 -0.10191 2.01257
2 C -0.06291 0.88001 0.21081
3 C -0.79018 -1.49071 -0.73586
4 N -0.08233 0.28937 1.46143
5 O 2.08435 1.99737 -3.64325
6 O 2.88241 0.12403 -2.04940
7 O 0.70734 0.03826 -3.28576
8 O 0.81742 1.08345 -0.55184
9 O -1.59656 -0.98209 -1.60868
10 O 0.39795 -1.71306 -1.10556
11 S 2.09013 0.37473 -3.53080
12 H -1.94535 0.51519 1.28925
13 H -1.45154 -1.13710 1.61107
14 H -1.46092 0.27179 3.05081
15 H -1.04693 1.40906 0.06996
16 H 0.78375 0.00790 1.85593
17 H 0.51654 -1.44706 -2.15125
18 H 1.51961 2.62800 -3.14132
19 H -1.30788 -0.89605 -2.58602
20 H 2.20563 -0.00404 -1.33863

These are the Mulliken partial charges, in e, on atoms 1 to 8: number 1, C, carries -0.602; number 2, C, carries -0.010; number 3, C, carries 0.021; number 4, N, carries -0.108; number 5, O, carries -0.449; number 6, O, carries -0.483; number 7, O, carries -0.576; number 8, O, carries -0.527



Record 4
Below is 6 unconnected molecules or ions with the total composition C22H40BClN4O26PS5 at a distorted geometry, with properties calculated with ωB97M-V/def2-TZVPD.

Computed properties:
- net charge = +1
- largest force on an atom (Eh/bohr) = 0.156
- orbital gap (eV) = 5.44

Atoms and positions in Å:
1 C 0.40924 0.11975 -4.37187
2 C 1.28557 -0.71327 -3.27579
3 B 0.48966 -0.80181 -1.87855
4 O -0.70329 -0.02820 -1.61513
5 N 0.88758 -1.74750 -0.70887
6 N 0.43427 -2.96949 -0.87275
7 C 0.73247 -3.91492 0.10522
8 Cl 0.17881 -5.64909 0.03307
9 C 1.60104 -3.51243 1.30813
10 C 1.94565 -4.60542 2.43282
11 O 3.17893 -5.30243 2.17246
12 C 3.94706 -5.37531 3.40137
13 C 2.11654 -2.04877 1.47131
14 N 2.92006 -1.74346 2.62060
15 C 2.27320 -1.06972 3.73374
16 C 2.78089 -1.45262 5.22242
17 O 1.33439 -0.26176 3.67758
18 C 4.33582 -1.49477 2.42255
19 C 5.18422 -2.46254 1.47300
20 O 4.94945 -0.57651 2.99690
21 C 1.65911 -1.12977 0.31337
22 P 2.15122 0.70763 0.34460
23 N 3.18185 0.94287 -0.86421
24 O 2.96013 1.17052 1.74142
25 O 0.79708 1.74534 0.23518
26 H 1.14759 0.36307 -5.23603
27 H -0.49789 -0.45711 -4.74112
28 H 0.15920 1.12688 -3.89044
29 H 2.29372 -0.18588 -3.21994
30 H 1.48645 -1.77189 -3.66661
31 H -1.36867 -0.72853 -1.37644
32 H 1.04777 -5.27971 2.63179
33 H 2.10028 -4.00024 3.40547
34 H 3.31351 -5.64523 4.32323
35 H 4.49351 -4.39292 3.65212
36 H 4.70886 -6.21787 3.25831
37 H 1.93013 -2.10678 5.64942
38 H 2.95958 -0.54103 5.87268
39 H 3.69555 -2.13948 5.17599
40 H 5.79948 -3.16574 2.13567
41 H 5.91298 -1.90512 0.79298
42 H 4.53758 -3.11882 0.79904
43 H 3.25394 0.00222 -1.30867
44 H 2.51007 1.98040 2.09304
45 H 0.89603 2.25023 -0.61485
46 C -2.21801 0.64724 4.46998
47 C -2.12970 -0.83534 4.79368
48 O -3.16714 -1.07016 5.74455
49 S -4.40266 -0.06726 5.43556
50 O -5.36917 -0.77910 4.66083
51 O -4.72919 0.62954 6.63315
52 O -3.61403 0.94312 4.44431
53 H -1.75485 1.25132 5.25491
54 H -1.75981 0.88818 3.51038
55 H -1.15970 -1.11384 5.20501
56 H -2.33843 -1.44558 3.90939
57 C 2.25883 1.91515 -10.06843
58 C 1.91783 2.95723 -9.01687
59 O 1.12926 2.26123 -8.05013
60 S 1.62392 0.71987 -7.97407
61 O 2.52518 0.59403 -6.87106
62 O 0.49005 -0.12649 -8.14771
63 O 2.49255 0.70801 -9.34048
64 H 1.41713 1.74688 -10.74563
65 H 3.14088 2.18759 -10.64822
66 H 1.36500 3.80015 -9.43051
67 H 2.81895 3.32409 -8.51711
68 C 5.25430 4.12173 1.31521
69 C 4.87861 4.45447 2.74998
70 O 5.30382 5.80204 2.94032
71 S 5.16920 6.60400 1.53549
72 O 3.93474 7.31963 1.54473
73 O 6.41985 7.22277 1.24912
74 O 4.99666 5.31156 0.57058
75 H 6.31960 3.89072 1.23015
76 H 4.67083 3.29023 0.91766
77 H 5.36002 3.79317 3.47025
78 H 3.79356 4.41913 2.89279
79 C -6.08977 -1.00006 1.74396
80 C -7.45133 -1.66063 1.62046
81 O -7.50220 -2.16240 0.27929
82 S -6.00887 -2.59119 -0.18176
83 O -5.86706 -4.00359 0.01285
84 O -5.71591 -1.94423 -1.42974
85 O -5.19685 -1.83870 1.00481
86 H -6.08776 -0.01334 1.28295
87 H -5.76290 -0.91552 2.78152
88 H -8.26922 -0.96438 1.80292
89 H -7.53993 -2.51215 2.30136
90 C -5.95961 2.61314 -2.77423
91 C -7.46229 2.83451 -2.69050
92 O -8.00227 1.56711 -2.32032
93 S -6.93045 0.78681 -1.37593
94 O -7.30296 0.99712 -0.01183
95 O -6.69437 -0.51678 -1.92569
96 O -5.64712 1.72502 -1.69826
97 H -5.68374 2.12265 -3.71178
98 H -5.40024 3.54372 -2.67414
99 H -7.88654 3.17243 -3.63574
100 H -7.71209 3.55191 -1.90314

These are the Mulliken partial charges, in e, on atoms 1 to 8: number 1, C, carries -0.517; number 2, C, carries -0.389; number 3, B, carries 0.078; number 4, O, carries -0.496; number 5, N, carries 1.173; number 6, N, carries -1.222; number 7, C, carries 0.436; number 8, Cl, carries -0.091